Record 1
A molecular structure, C40H36KNO5S5Sb at a distorted geometry, computed with ωB97M-V/def2-TZVPD.

Cartesian coordinates (Å):
K 0.4093 3.2349 0.0560
C -3.2798 -2.0493 3.2942
C -2.1168 -1.2213 2.8239
C -1.4766 -1.5021 1.6235
C -0.3621 -0.7880 1.2305
C 0.1496 0.2255 2.0311
C -0.4937 0.5256 3.2228
C -1.6161 -0.1872 3.6065
S 1.7621 1.0029 1.7014
O 1.7843 1.5105 0.3142
C 2.4730 -0.6463 1.5702
C 2.9698 -1.0728 2.7979
C 3.4205 -2.3541 3.0017
C 3.1922 -3.3217 2.0010
C 3.4607 -4.6871 2.2063
C 3.1192 -5.6302 1.2631
C 2.4613 -5.2341 0.1022
C 2.2315 -3.8963 -0.1459
C 2.6507 -2.9036 0.7556
C 2.4680 -1.4983 0.4504
C 2.4993 -1.2130 -0.9858
C 3.6153 -1.8858 -1.6249
C 4.7846 -2.1879 -0.9080
C 5.7812 -2.9667 -1.4559
C 5.6532 -3.4586 -2.7531
C 4.5791 -3.0778 -3.5231
C 3.5759 -2.2448 -2.9961
C 2.5296 -1.7380 -3.7866
C 1.6583 -0.8351 -3.2320
C 1.6039 -0.5743 -1.8631
S 0.3823 0.7075 -1.4095
O 0.8462 1.9305 -2.0841
C -0.9691 0.1983 -2.5392
C -1.9489 -0.6813 -2.1149
C -3.1213 -0.8162 -2.8374
C -3.3429 -0.0657 -3.9854
C -4.6702 -0.0911 -4.6764
C -2.3348 0.7812 -4.4271
C -1.1660 0.9216 -3.7050
H -3.7317 -2.5979 2.4694
H -4.0411 -1.4309 3.7687
H -2.9375 -2.7825 4.0263
H -1.8419 -2.3090 0.9993
H 0.1399 -1.0505 0.3158
H -0.1221 1.3296 3.8386
H -2.1125 0.0459 4.5391
H 3.0199 -0.3334 3.5879
H 3.8651 -2.6511 3.9407
H 3.9440 -4.9866 3.1284
H 3.3388 -6.6783 1.4361
H 2.1330 -5.9763 -0.6155
H 1.7177 -3.6056 -1.0537
H 4.8953 -1.8158 0.0999
H 6.6648 -3.1969 -0.8727
H 6.4104 -4.1182 -3.1606
H 4.4847 -3.4086 -4.5517
H 2.4713 -2.0097 -4.8319
H 0.9435 -0.3444 -3.8715
H -1.7966 -1.2334 -1.1994
H -3.8912 -1.4856 -2.4782
H -5.1518 -1.0576 -4.5569
H -4.5698 0.1273 -5.7378
H -5.3069 0.6771 -4.2308
H -2.4898 1.3607 -5.3292
H -0.3964 1.6199 -4.0069
S -5.3100 2.7735 -2.2671
Sb -3.6324 3.6999 -3.5228
S -3.2656 5.9681 -2.5009
S -1.8748 4.5051 -1.9942
C -0.1769 6.2529 3.0376
C -0.7863 4.9524 2.5043
C -2.2096 4.7915 3.0219
O -0.7665 4.9721 1.0810
C 0.0973 3.7664 3.0389
O -0.0778 3.4603 4.2205
O 0.9073 3.2795 2.2257
H -0.7960 7.1063 2.7510
H 0.8211 6.3766 2.6200
H -0.1067 6.2027 4.1209
H -2.7751 5.7185 2.8979
H -2.1680 4.5334 4.0770
H -2.7066 3.9859 2.4836
H -1.6205 5.3346 0.8076
C -4.1816 1.1753 0.5181
C -2.8392 1.6331 0.3570
N -1.7696 2.0074 0.2135
H -4.6227 1.6335 1.4011
H -4.1891 0.0927 0.6189
H -4.7545 1.4775 -0.3666

- ⟨S²⟩: 0.779
- Charge: -2
- Calculated total energy: -130832.5305 eV
- Multiplicity: 2
- Energy relative to the best compared isomer or geometry (same formula, charge and spin): 66.9 kcal/mol

Results of the Löwdin charge analysis, in e, for atoms 1 through 4:
1. K 0.763
2. C -0.064
3. C -0.292
4. C -0.044

=====

Record 2
A single C2H5ClN2O2 molecule at a distorted geometry, computed with ωB97M-V/def2-TZVPD.

Cartesian coordinates (Å):
O -1.0325 -3.2508 1.8592
N -1.2778 -2.1112 1.2654
Cl -3.0344 -2.1666 0.4558
N -0.6751 -1.1007 1.2651
C -0.7941 -0.0401 0.3612
C 0.6792 0.1702 -0.1640
O 0.9428 -0.6064 -1.2395
H -1.5004 -0.2101 -0.4748
H -1.0869 0.8589 0.9346
H 1.2363 0.0344 0.8064
H 0.9304 1.1954 -0.5439
H 1.3276 -0.1535 -2.0112

- Calculated total energy: -21747.8493 eV
- Energy relative to the best compared isomer or geometry (same formula, charge and spin): 53.6 kcal/mol
- SMILES string: [O-]/[N+](Cl)=N/CCO

Results of the natural (NBO) charge analysis, in e, for atoms 1 through 4:
1. O -0.384
2. N 0.394
3. Cl -0.115
4. N -0.127

=====

Record 3
3 unconnected molecules or ions with the total composition C19H38Cl2N4O4 at a distorted geometry, computed with ωB97M-V/def2-TZVPD.

Cartesian coordinates (Å):
C -1.8642 4.6978 -0.8329
C -2.2137 3.3080 -0.3227
C -2.0626 2.1515 -1.3131
Cl -2.6023 2.5731 -2.9479
C -0.6597 1.4921 -1.3180
Cl 0.6601 2.7004 -1.3806
C -0.5262 0.6410 -2.4866
N -0.4255 0.0646 -3.4817
C -0.4958 0.6796 0.0011
C -0.6777 -0.7386 -0.2056
N -0.7773 -1.8891 -0.0791
H -2.3160 4.9201 -1.7830
H -0.8091 4.8963 -0.8498
H -2.2851 5.4095 -0.1330
H -3.2513 3.3203 -0.0254
H -1.6133 3.1035 0.5558
H -2.7157 1.3586 -0.9763
H 0.4823 0.8591 0.4153
H -1.2248 1.0270 0.7154
C -6.8154 -5.9902 2.6965
O -6.0569 -4.9604 3.3002
C -4.6509 -5.1764 3.2757
C -3.9601 -4.2173 2.3288
N -4.2715 -4.5203 0.9385
C -3.8497 -3.4938 -0.0150
C -4.4598 -2.1010 0.1059
O -5.8383 -2.0227 -0.2083
C -6.7229 -2.3540 0.8460
H -7.8617 -5.8111 2.9388
H -6.7095 -5.9906 1.6066
H -6.5316 -6.9718 3.0865
H -4.4125 -6.2145 3.0291
H -4.2842 -4.9821 4.2876
H -2.8785 -4.2927 2.4738
H -4.2706 -3.2021 2.6112
H -5.2692 -4.6516 0.8468
H -4.0883 -3.8707 -1.0122
H -2.7637 -3.4008 0.0351
H -3.9572 -1.4727 -0.6355
H -4.2630 -1.6402 1.0827
H -6.3184 -2.0758 1.8221
H -6.9717 -3.4185 0.8374
H -7.6493 -1.8019 0.6845
C 9.0768 1.8297 -0.8644
O 8.3246 3.0265 -0.8089
C 7.7245 3.3998 -2.0429
C 6.2194 3.2379 -1.9958
N 5.8335 1.8333 -1.9569
C 4.4226 1.5987 -1.6573
C 3.8792 2.0655 -0.3095
O 4.3793 1.3516 0.8071
C 5.6287 1.7944 1.3071
H 9.6319 1.7487 0.0687
H 8.4351 0.9475 -0.9609
H 9.7905 1.8486 -1.6927
H 8.1555 2.8431 -2.8794
H 7.9498 4.4587 -2.1966
H 5.7847 3.7005 -2.8868
H 5.8607 3.7902 -1.1169
H 6.3903 1.3584 -1.2603
H 4.2594 0.5203 -1.7194
H 3.8223 2.0548 -2.4513
H 2.8034 1.8742 -0.3212
H 3.9957 3.1464 -0.1588
H 5.7588 2.8720 1.1847
H 6.4581 1.2637 0.8323
H 5.6592 1.5603 2.3714

- Calculated total energy: -59510.5789 eV
- SMILES string: CC[C@@H](Cl)[C@](Cl)(C#N)CC#N.COCCNCCOC.COCCNCCOC

Results of the natural (NBO) charge analysis, in e, for atoms 1 through 4:
1. C -0.614
2. C -0.423
3. C -0.192
4. Cl -0.004

=====

Record 4
A molecular structure, C11H6N2O6Tb at a distorted geometry, computed with ωB97M-V/def2-TZVPD.

Cartesian coordinates (Å):
O -0.2993 -1.5479 -5.5826
C -0.2821 -1.1923 -4.4451
Tb -0.2419 -0.4477 -2.0629
O -1.3411 2.4472 -3.3499
C -0.9418 1.3702 -3.0270
C 0.4424 -2.4890 -1.8310
O 0.8373 -3.5682 -1.5008
C 1.7643 0.0990 -2.6596
O 2.8976 0.4619 -2.7952
C -2.2674 -1.2235 -2.1942
O -3.4013 -1.5820 -2.0588
N 1.5947 0.2617 4.3790
C 1.6606 -0.1619 3.0111
O 2.6022 -0.8726 2.6014
C 0.5401 0.2947 2.0918
C -0.5316 1.0734 2.4143
C -1.4875 1.4154 1.5068
C -1.3622 0.9428 0.1840
N -0.3299 0.2156 -0.0748
C 0.6176 -0.1493 0.7463
H 2.3145 -0.0505 4.9109
H 0.8705 0.8160 4.7317
H -0.6389 1.4475 3.4583
H -2.3494 2.0387 1.7609
H -2.1402 1.2093 -0.5796
H 1.4728 -0.8086 0.3652

- ⟨S²⟩: 12.651
- Charge: +3
- Calculated total energy: -49165.6891 eV
- Multiplicity: 7

Results of the Löwdin charge analysis, in e, for atoms 1 through 4:
1. O 0.227
2. C 0.047
3. Tb 1.134
4. O 0.273